(1)
Computed, not measured: C10H15IrN2O10PS2Se as an isolated structure, with the ωB97M-V functional and the def2-TZVPD basis.

Last column: Mulliken charge in e.
Geometry (Å):
Ir: 0.207 0.929 0.678  1.528
C: 1.603 -4.910 1.095  -1.187
C: 2.193 -3.971 0.069  -0.243
O: 2.460 -2.709 0.708  -0.337
P: 1.994 -1.365 -0.004  0.921
S: 2.406 0.185 1.152  -0.461
S: 0.038 -1.300 -0.408  -0.459
O: 2.889 -1.434 -1.320  -0.322
C: 2.616 -0.550 -2.442  0.399
C: 3.938 -0.135 -3.039  -1.382
H: 1.422 -5.889 0.647  0.378
H: 0.661 -4.511 1.469  0.267
H: 2.286 -5.031 1.936  0.292
H: 1.501 -3.829 -0.765  0.378
H: 3.137 -4.341 -0.332  0.276
H: 2.060 0.321 -2.100  -0.071
H: 1.996 -1.106 -3.147  0.275
H: 4.508 0.440 -2.310  0.306
H: 3.760 0.502 -3.907  0.386
H: 4.521 -1.003 -3.353  0.351
C: -2.244 3.464 -0.826  -1.100
C: -2.604 2.361 0.097  0.379
N: -1.793 1.463 0.618  -0.306
C: -2.533 0.645 1.444  0.333
C: -3.837 1.052 1.407  -0.030
N: -3.852 2.125 0.552  -0.074
C: -5.102 0.635 2.066  0.512
O: -5.044 -0.379 2.891  -0.541
O: -6.127 1.223 1.792  -0.656
C: -1.790 -0.257 2.381  0.872
O: -2.435 -0.995 3.146  -0.893
O: -0.529 -0.141 2.362  -0.591
H: -1.263 3.863 -0.574  0.222
H: -2.986 4.259 -0.765  0.404
H: -2.181 3.111 -1.856  0.238
H: -4.689 2.645 0.339  0.234
H: -4.076 -0.709 3.029  0.465
O: 0.784 4.498 -1.181  -0.702
Se: 1.455 3.160 -0.594  1.180
O: 0.670 1.756 -1.163  -0.871
O: 0.943 2.883 1.018  -0.717
O: 3.040 3.042 -0.811  -0.655

Atomic forces in eV per Å
Ir 0.2 -1.1 -1.2
C 0.0 0.0 0.0
C 0.0 0.0 0.0
O 0.0 0.0 -0.1
P 0.3 0.0 0.1
S 0.1 0.1 -0.1
S -0.3 0.4 0.2
O -0.2 -0.2 -0.1
C 0.1 0.1 0.1
C 0.0 0.0 0.0
H 0.0 0.0 0.0
H 0.0 0.0 0.0
H 0.0 0.0 0.0
H 0.0 0.0 0.0
H 0.0 0.0 0.0
H -0.1 0.0 0.0
H 0.0 0.0 0.0
H 0.0 0.0 0.0
H 0.0 0.0 0.0
H 0.0 0.0 0.0
C 0.0 -0.1 0.0
C 0.0 0.0 -0.2
N 0.0 -0.3 0.1
C 0.0 0.3 0.2
C 0.1 -0.1 0.1
N 0.0 0.0 0.0
C 0.1 0.2 -0.4
O 0.8 -0.5 0.4
O 0.1 -0.1 0.1
C -0.4 -0.2 0.2
O -0.3 0.2 -0.2
O 0.3 0.6 -0.1
H 0.0 0.1 0.0
H 0.0 0.0 0.0
H 0.0 0.0 0.0
H 0.0 0.0 0.0
H -0.4 0.3 -0.2
O -0.1 0.0 0.0
Se 0.0 -0.1 0.5
O 0.0 0.0 0.3
O -0.2 0.2 0.1
O 0.0 0.1 0.1

Summary:
Energy relative to the best compared isomer or geometry (same formula, charge and spin)   42.4 kJ/mol
Strongest force on any atom   1.598 eV/Å
Total charge   -1

***

(2)
Computed, not measured: an isolated ion of composition C10H15N3OS and charge +2, with the ωB97M-V functional and the def2-TZVPD basis.

Last column: Mulliken charge in e.
Geometry (Å):
C: -1.179 0.092 1.198  -0.512
C: -0.107 0.391 0.468  0.328
C: 0.138 0.124 -0.949  0.062
C: 1.362 0.561 -1.305  0.250
C: 1.086 1.011 1.161  0.326
C: -0.796 -0.742 -1.865  -0.595
C: 1.890 0.389 -2.686  -0.920
C: 0.064 -1.302 -3.004  -0.866
C: 0.108 0.599 3.285  -0.403
C: -2.237 -0.462 3.417  -0.965
N: 1.084 1.202 2.417  -0.481
N: 0.725 -0.114 -3.592  -0.147
N: -1.229 0.381 2.613  0.034
O: 3.476 0.549 0.176  -0.498
S: 2.400 1.488 0.029  0.346
H: -2.045 -0.269 0.603  0.371
H: -1.306 -1.631 -1.214  0.399
H: -1.584 0.033 -2.034  0.482
H: 2.324 1.426 -3.165  0.392
H: 2.749 -0.188 -2.599  0.397
H: 0.774 -2.033 -2.458  0.329
H: -0.579 -1.661 -3.687  0.532
H: 0.650 -0.395 3.661  0.323
H: 0.080 1.060 4.301  0.386
H: -1.814 -1.420 3.354  0.478
H: -2.247 -0.154 4.522  0.316
H: -3.074 -0.480 2.871  0.416
H: 0.208 0.776 -3.665  0.418
H: 0.985 -0.419 -4.576  0.400
H: -1.905 1.185 2.723  0.401

Atomic forces in eV per Å
C 0.0 -0.5 -2.0
C 0.7 -0.1 1.0
C 0.6 -1.0 0.2
C -1.3 1.2 0.1
C -2.5 -0.2 1.2
C -0.5 0.0 3.5
C -0.1 3.7 -1.2
C 0.4 1.5 4.6
C 2.2 -1.7 0.8
C 4.3 -0.5 2.8
N 0.8 0.0 -0.5
N 2.9 0.0 -0.9
N -2.7 1.6 1.6
O 1.8 -0.8 0.6
S -1.4 -0.2 -1.7
H 0.1 0.1 1.4
H 1.3 2.1 -1.7
H 0.1 -1.1 -1.0
H -1.4 -2.4 1.1
H 1.4 -1.9 -0.7
H -0.7 1.2 -1.8
H -1.7 -2.0 -2.6
H -1.6 1.3 -1.4
H -0.8 0.6 -1.2
H 0.3 -1.6 0.3
H -0.3 0.0 -1.9
H -3.6 0.4 -1.5
H -0.7 -0.9 -0.2
H 0.3 1.0 1.3
H 1.9 0.5 -0.5

Summary:
E   -27944.8985 eV
Strongest force on any atom   5.168 eV/Å
Total charge   +2

***

(3)
Computed, not measured: an isolated ion of composition C10H15N4 and charge +1, with the ωB97M-V functional and the def2-TZVPD basis.

Last column: Mulliken charge in e.
Geometry (Å):
C: -4.256 0.965 -0.294  -0.619
C: -4.177 -0.235 0.234  -0.334
C: -2.267 -1.844 0.613  0.074
C: 0.430 -0.670 -0.473  -1.021
C: 0.054 -1.938 -0.285  0.705
C: -2.128 0.384 -0.331  -0.468
C: 2.587 -0.246 -0.453  -1.671
C: 1.349 0.498 1.580  -1.824
C: 0.871 1.741 -0.659  -1.129
C: 1.247 0.454 0.064  2.354
N: -1.100 -2.313 0.478  -0.437
N: -2.979 1.341 -0.622  0.085
N: -2.828 -0.633 0.216  0.234
N: 0.513 -3.047 -0.922  -0.394
H: -5.105 1.517 -0.414  0.471
H: -4.926 -0.891 0.549  0.455
H: -2.912 -2.466 1.214  0.340
H: 3.165 0.655 -0.711  0.503
H: 3.151 -0.885 0.288  0.295
H: 2.443 -0.828 -1.416  0.414
H: 0.374 0.864 2.054  0.345
H: 1.393 -0.385 2.080  0.574
H: 2.253 1.171 1.962  0.365
H: 1.272 1.874 -1.599  0.448
H: -0.191 1.819 -0.667  0.004
H: 1.242 2.477 0.059  0.462
H: -2.943 2.169 -1.157  0.198
H: 1.338 -2.826 -1.509  0.282
H: 0.479 -3.842 -0.306  0.290

Atomic forces in eV per Å
C 0.5 -1.1 0.5
C 0.2 -1.8 0.6
C 0.5 0.0 0.6
C 0.0 1.3 1.3
C -2.4 -0.3 0.4
C 3.7 -0.4 -0.3
C 0.7 -0.2 -0.8
C -0.6 4.5 0.8
C 0.5 0.1 3.6
C -1.0 -2.9 -1.1
N 0.7 0.5 -0.8
N -1.5 -0.4 0.2
N -0.5 1.3 -0.8
N 1.4 1.3 -0.6
H -1.8 1.6 -0.5
H -1.0 -0.7 0.5
H -0.4 0.0 0.1
H 0.3 -0.6 -0.1
H -1.0 0.8 -0.7
H 0.3 0.7 0.9
H 1.2 0.4 -0.9
H 0.8 -3.1 0.7
H -2.0 -1.3 -1.0
H 1.0 0.1 -2.0
H -0.7 0.0 -0.1
H 0.0 0.6 -0.6
H 1.4 0.8 -0.4
H -0.6 -1.0 0.6
H 0.3 -0.5 -0.3

Summary:
Energy relative to the best compared isomer or geometry (same formula, charge and spin)   656.3 kJ/mol
Strongest force on any atom   4.600 eV/Å
Total charge   +1

***

(4)
Computed, not measured: a 2-piece molecular cluster, C10H15N4 overall, with the ωB97M-V functional and the def2-TZVPD basis.

Last column: Mulliken charge in e.
Geometry (Å):
C: 4.780 0.336 -0.341  -0.296
C: 4.128 0.709 0.827  -0.665
C: 4.109 -0.383 -1.321  -0.638
C: 2.810 0.361 1.028  -0.338
C: 2.785 -0.727 -1.148  -0.362
C: 2.123 -0.369 0.040  0.362
C: 0.790 -0.711 0.234  0.323
C: -1.961 0.220 0.618  0.076
C: -0.881 1.198 0.420  -0.457
C: -2.346 -2.269 0.735  -0.914
N: -0.194 -1.371 0.406  -0.073
N: -1.458 -1.156 0.532  0.348
N: -1.124 2.462 0.443  -0.197
N: -4.239 0.520 -1.343  -0.850
H: 5.813 0.607 -0.490  0.402
H: 4.656 1.269 1.583  0.402
H: 4.624 -0.667 -2.226  0.398
H: 2.290 0.647 1.928  0.454
H: 2.255 -1.286 -1.903  0.441
H: -2.440 0.340 1.596  0.349
H: -2.749 0.334 -0.162  0.045
H: -2.828 -2.214 1.714  0.316
H: -3.120 -2.283 -0.034  0.271
H: -1.773 -3.191 0.677  0.346
H: -0.372 3.123 0.297  0.289
H: -2.047 2.871 0.596  0.234
H: -4.034 0.207 -2.285  0.244
H: -4.589 1.469 -1.418  0.240
H: -5.008 -0.047 -1.005  0.252

Atomic forces in eV per Å
C -0.2 -0.1 0.0
C 0.1 0.1 0.1
C 0.1 0.0 -0.1
C -0.2 -0.2 -0.2
C -0.3 0.0 0.2
C 1.4 0.5 -0.2
C -2.1 -0.1 0.3
C 0.1 0.5 -0.1
C 0.6 -1.1 -0.1
C -0.3 -0.3 0.1
N 1.4 0.3 -0.1
N -0.4 0.0 -0.1
N -0.4 0.2 0.1
N -0.2 0.1 -0.2
H 0.1 0.0 0.0
H 0.0 0.0 0.1
H 0.0 0.0 -0.1
H 0.0 0.0 0.1
H -0.1 0.0 -0.1
H 0.0 0.1 0.1
H 0.3 0.1 0.3
H 0.0 0.0 0.0
H 0.0 0.0 0.0
H 0.0 0.0 0.0
H -0.1 0.0 0.0
H 0.2 0.0 0.0
H 0.0 0.0 0.0
H -0.1 0.0 -0.1
H -0.1 0.0 0.0

Summary:
Energy relative to the best compared isomer or geometry (same formula, charge and spin)   468.8 kJ/mol
Strongest force on any atom   2.136 eV/Å
Total charge   +1

***

(5)
Computed, not measured: an isolated ion of composition C10H15N4O and charge +1, with the ωB97M-V functional and the def2-TZVPD basis.

Last column: Mulliken charge in e.
Geometry (Å):
H: 4.771 -0.510 0.744  0.260
N: 4.297 0.353 0.493  -0.676
C: 3.238 0.253 -0.164  0.393
C: 2.513 1.498 -0.591  -0.672
C: 1.029 1.318 -0.575  -0.802
C: 0.514 0.153 -0.211  0.627
N: -1.029 -0.005 -0.027  0.564
N: -1.883 1.011 0.233  -0.611
C: -3.148 0.598 0.017  0.704
C: -4.318 1.468 0.245  -1.242
C: -3.094 -0.711 -0.428  -1.190
C: -1.742 -1.063 -0.470  0.750
O: -1.207 -2.193 -0.848  -0.592
N: 1.167 -1.048 0.001  -0.026
C: 1.112 -1.602 1.353  -1.024
C: 2.515 -1.022 -0.575  -0.909
H: 2.846 1.774 -1.597  0.354
H: 2.798 2.321 0.067  0.430
H: 0.417 2.154 -0.869  0.502
H: -1.562 1.898 0.589  0.286
H: -5.224 0.953 -0.058  0.339
H: -4.229 2.392 -0.324  0.357
H: -4.401 1.732 1.299  0.343
H: -3.911 -1.343 -0.702  0.413
H: -0.228 -2.161 -0.787  0.571
H: 1.372 -2.661 1.309  0.367
H: 1.807 -1.092 2.030  0.400
H: 0.104 -1.507 1.756  0.338
H: 2.424 -1.046 -1.666  0.327
H: 3.051 -1.912 -0.244  0.419

Atomic forces in eV per Å
H -0.2 -0.3 -0.1
N 0.7 0.4 0.4
C -0.5 -0.4 -0.2
C 0.1 0.2 0.0
C 0.0 -0.2 0.1
C -2.8 0.5 0.5
N 3.1 -0.4 -0.6
N -0.3 0.1 -0.1
C 0.3 -0.4 -0.2
C -0.1 0.2 0.1
C 0.2 0.0 0.0
C -0.3 0.6 0.3
O -0.1 -0.3 -0.2
N -0.2 -0.2 -0.2
C 0.1 -0.1 0.4
C 0.4 0.0 -0.2
H 0.0 0.0 0.0
H 0.0 -0.1 0.0
H -0.2 0.0 -0.1
H 0.1 -0.1 0.0
H 0.0 0.0 0.0
H 0.0 0.0 -0.1
H 0.0 0.0 0.1
H -0.2 -0.1 0.0
H 0.0 0.2 0.1
H 0.0 0.1 0.0
H 0.0 0.0 0.0
H 0.0 0.0 0.0
H 0.0 0.0 0.1
H 0.0 0.1 0.0

Summary:
Energy relative to the best compared isomer or geometry (same formula, charge and spin)   67.9 kJ/mol
Strongest force on any atom   3.156 eV/Å
Total charge   +1
Structure (SMILES)   [H]/N=C1/CC=C([n+]2[nH]c(C)cc2O)N(C)C1

***

(6)
Computed, not measured: one molecule with the formula C10H15N5O2, with the ωB97M-V functional and the def2-TZVPD basis.

Last column: Mulliken charge in e.
Geometry (Å):
C: 3.334 1.572 -1.352  -0.943
N: 2.231 0.717 -1.756  0.327
C: 1.987 0.819 -3.187  -0.969
C: 1.989 -0.532 -1.020  -0.919
N: 0.513 -0.927 -0.831  0.135
C: -0.082 -2.093 -1.221  -0.447
N: -1.207 -2.336 -0.547  -0.729
C: -1.343 -1.313 0.352  1.542
C: -0.266 -0.470 0.236  -0.184
C: -0.177 0.680 1.079  0.311
O: 0.731 1.512 1.042  -0.701
N: -1.261 0.783 1.966  0.028
C: -1.318 1.893 2.871  -1.119
C: -2.361 -0.089 2.050  0.351
O: -3.254 0.119 2.860  -0.654
N: -2.384 -1.186 1.180  -0.026
C: -3.512 -2.120 1.239  -1.007
H: 3.303 2.402 -2.088  0.322
H: 3.192 2.012 -0.342  0.256
H: 4.329 1.065 -1.371  0.296
H: 2.313 1.849 -3.437  0.324
H: 2.571 0.101 -3.811  0.299
H: 0.908 0.704 -3.452  0.282
H: 2.359 -1.432 -1.527  0.449
H: 2.386 -0.470 0.026  0.372
H: 0.323 -2.737 -1.984  0.431
H: -0.417 2.483 2.702  0.355
H: -2.239 2.446 2.676  0.319
H: -1.393 1.493 3.883  0.319
H: -3.311 -2.872 0.486  0.377
H: -3.536 -2.532 2.245  0.300
H: -4.411 -1.543 1.032  0.302

Atomic forces in eV per Å
C 0.2 0.2 0.5
N -0.7 -0.8 0.7
C -0.4 -0.3 -0.2
C -0.8 0.5 -0.2
N 0.8 0.3 0.7
C -0.7 0.9 1.0
N 0.3 -0.2 -0.6
C 1.6 -1.3 -2.2
C -0.7 0.3 0.1
C 1.1 0.8 -0.5
O -0.7 -0.5 0.3
N -0.2 -1.1 -0.7
C -0.1 0.4 0.4
C -0.4 -0.2 0.2
O 0.5 -0.3 -0.6
N -0.4 1.4 1.5
C 0.6 0.6 0.1
H 0.6 -0.4 0.8
H -0.1 -0.4 -0.5
H -0.4 0.4 -0.2
H -0.5 -0.8 -0.4
H -0.2 0.3 0.3
H 0.7 0.0 0.3
H 0.4 0.2 0.0
H -0.1 0.2 -1.2
H 0.0 0.0 0.0
H -0.3 0.0 0.2
H 0.2 0.2 0.1
H 0.2 0.3 0.1
H -0.2 -0.1 0.0
H -0.3 -0.2 -0.1
H -0.2 -0.3 0.0

Summary:
Energy relative to the best compared isomer or geometry (same formula, charge and spin)   0.0 kJ/mol
Strongest force on any atom   3.014 eV/Å
Structure (SMILES)   CN(C)Cn1cnc2c1c(=O)n(C)c(=O)n2C

***

(7)
Computed, not measured: a 2-piece molecular cluster, C10H15NO2 overall, with the ωB97M-V functional and the def2-TZVPD basis.

Last column: Mulliken charge in e.
Geometry (Å):
C: 2.610 -0.965 0.251  -1.390
C: 1.175 -1.144 0.760  0.905
C: 0.820 -0.944 2.080  -1.011
C: -0.551 -1.157 2.322  -0.308
C: -1.380 -1.709 1.322  0.720
O: -2.718 -1.681 1.561  -0.534
C: -0.970 -1.978 0.011  -0.522
C: 0.355 -1.641 -0.252  -0.498
H: 2.705 -0.139 -0.471  0.304
H: 2.950 -1.769 -0.420  0.374
H: 3.345 -0.696 1.050  0.301
H: 1.525 -0.608 2.787  0.434
H: -0.914 -0.762 3.270  0.250
H: -2.956 -1.421 2.454  0.299
H: -1.651 -2.374 -0.716  0.395
H: 0.710 -1.774 -1.293  0.291
C: 0.324 2.199 -0.023  -0.993
C: -1.021 1.755 -0.585  -0.095
C: -0.951 0.978 -1.909  0.406
N: -0.482 1.776 -2.991  -0.410
O: -1.451 -0.099 -2.105  -0.573
H: 0.999 1.293 -0.231  0.117
H: 0.376 2.461 1.013  0.316
H: 0.651 3.030 -0.617  0.396
H: -1.372 0.799 0.054  -0.058
H: -1.649 2.618 -0.662  0.468
H: -0.446 1.321 -3.892  0.253
H: -0.032 2.631 -2.768  0.164

Atomic forces in eV per Å
C 0.7 1.0 0.1
C 2.7 -0.6 -1.6
C -2.3 -0.8 -2.0
C 1.1 0.0 -0.2
C -0.1 1.7 1.0
O -1.1 -0.8 -0.5
C 1.0 0.3 1.4
C -1.2 -0.6 -0.2
H -0.4 0.3 0.3
H 0.0 -0.3 0.9
H -0.5 -0.7 -0.6
H 0.5 0.4 0.8
H -0.5 -0.5 -0.1
H 0.4 0.0 0.1
H -0.2 0.1 -0.2
H 0.0 0.2 0.9
C 1.0 -2.3 -1.8
C 0.2 -3.9 1.8
C -0.2 2.9 -1.9
N -0.8 -2.1 1.5
O 0.2 -0.3 0.1
H -0.4 1.6 0.6
H -0.3 0.0 0.6
H 0.6 0.6 -0.2
H 0.0 2.8 -0.7
H -1.1 0.0 0.0
H 0.2 0.4 0.1
H 0.4 0.5 -0.3

Summary:
Energy relative to the best compared isomer or geometry (same formula, charge and spin)   136.9 kJ/mol
Strongest force on any atom   4.311 eV/Å
Structure (SMILES)   Cc1ccc(O)cc1.CCC(N)=O

***

(8)
Computed, not measured: a 2-piece molecular cluster, C10H15NO2 overall, with the ωB97M-V functional and the def2-TZVPD basis.

Last column: Mulliken charge in e.
Geometry (Å):
C: -4.290 -2.074 1.836  -1.148
C: -2.987 -1.566 1.281  0.768
C: -3.135 -0.393 0.491  -0.603
C: -2.013 0.161 -0.200  -0.561
C: -0.842 -0.393 0.019  0.357
O: 0.362 0.093 -0.507  -0.401
C: -0.669 -1.582 0.734  -0.265
C: -1.790 -2.280 1.231  -0.688
H: -5.000 -1.252 1.644  0.307
H: -4.282 -2.365 2.945  0.299
H: -4.523 -2.941 1.236  0.288
H: -4.030 0.167 0.463  0.288
H: -2.119 0.894 -1.024  0.338
H: 0.318 1.043 -0.679  0.184
H: 0.298 -1.980 0.766  0.429
H: -1.622 -3.332 1.644  0.284
C: 4.448 1.163 -0.355  -1.232
C: 2.948 1.531 -0.247  0.096
C: 2.142 2.205 -1.426  0.381
N: 1.508 1.408 -2.348  -0.427
O: 2.230 3.337 -1.666  -0.567
H: 4.736 0.637 -1.229  0.341
H: 4.715 0.589 0.534  0.349
H: 5.140 1.952 -0.176  0.368
H: 2.434 0.571 0.234  0.159
H: 2.921 2.401 0.480  0.164
H: 1.514 1.631 -3.415  0.270
H: 1.588 0.373 -2.268  0.221

Atomic forces in eV per Å
C 0.3 0.1 1.3
C -1.2 1.0 -1.3
C 2.9 -0.5 0.3
C -3.9 0.8 -0.7
C 4.3 -1.5 0.5
O -1.1 -0.4 0.6
C -2.4 -0.4 -0.1
C 1.8 0.1 0.5
H -0.2 -0.8 0.4
H 0.1 0.5 -1.6
H -0.6 -0.4 0.1
H -1.1 0.1 -0.1
H -0.1 -0.1 1.0
H -0.5 -0.3 -0.1
H 1.3 -0.6 0.1
H -0.6 1.7 -0.4
C -0.6 0.1 0.8
C -1.3 -0.2 2.1
C 2.2 -4.6 -0.6
N -0.1 -2.6 -3.2
O 0.3 5.1 0.1
H 0.2 -0.6 -0.8
H -0.4 -0.7 -0.2
H 0.2 1.4 -0.6
H 0.7 2.4 -1.2
H -0.2 -1.3 -0.3
H 0.0 0.3 3.0
H -0.1 1.3 0.3

Summary:
Energy relative to the best compared isomer or geometry (same formula, charge and spin)   217.5 kJ/mol
Strongest force on any atom   5.127 eV/Å
Structure (SMILES)   Cc1ccc(O)cc1.CCC(N)=O